Entry 1:
Density functional theory data (ωB97M-V/def2-TZVPD) for C12H31ClIO2P2W as an isolated structure in a non-equilibrium geometry.

As for the multiplicity: 3. The charge is +3. The LUMO energy (alpha / beta) comes out at -0.445 / -0.427 hartree. As for the HOMO-LUMO gap (alpha / beta): 5.9170 / 7.1655 eV.

Element x y z (Å)
1 C -0.05 1.01 -5.22
2 C -0.05 1.38 -3.84
3 H -0.06 1.92 -5.86
4 H -0.95 0.39 -5.41
5 H 0.85 0.39 -5.42
6 O -0.06 2.07 -2.91
7 I -0.13 -1.84 -2.76
8 W 0.09 -1.01 -0.34
9 P 2.04 0.24 -0.35
10 C 2.56 1.66 0.69
11 C 3.13 -1.11 0.24
12 H 4.16 -0.79 0.02
13 H 3.76 1.06 -1.75
14 H 2.92 -2.05 -0.27
15 H 2.80 -0.17 -2.61
16 H 2.42 1.46 1.76
17 H 3.03 -1.25 1.32
18 C 2.75 0.69 -1.94
19 H 3.63 1.83 0.50
20 H 2.17 1.48 -2.42
21 H 2.00 2.56 0.41
22 P -2.03 0.00 -0.26
23 C -2.67 1.16 1.01
24 C -2.73 0.67 -1.79
25 H -2.70 -2.37 -0.48
26 H -4.07 -1.22 -0.42
27 H -3.19 -1.65 1.09
28 C -3.09 -1.47 0.01
29 H -2.83 -0.11 -2.55
30 H -3.73 1.06 -1.55
31 H -3.75 1.30 0.82
32 H -2.16 2.13 0.94
33 H -2.11 1.48 -2.18
34 H -2.51 0.72 2.01
35 Cl 0.51 -3.35 -0.10
36 C -0.02 1.80 2.87
37 C 0.23 0.41 2.35
38 O -0.69 -0.45 2.99
39 C -0.64 -1.72 2.34
40 C 0.31 -2.66 3.09
41 H -1.04 2.12 2.73
42 H 0.66 2.50 2.38
43 H 0.21 1.79 3.93
44 H 0.06 0.29 1.05
45 H 1.26 0.06 2.55
46 H -1.66 -2.13 2.27
47 H -0.18 -1.62 1.25
48 H -0.09 -2.77 4.10
49 H 0.33 -3.63 2.60
50 H 1.33 -2.25 3.12

The computed Löwdin charges, all in e, follow: 0.048 -0.094 0.169 0.145 0.145 0.271 0.573 0.421 0.655 -0.189 -0.215 0.087 0.083 0.027 0.053 0.046 0.062 -0.240 0.091 0.028 0.078 0.665 -0.191 -0.250 0.052 0.086 0.057 -0.204 0.041 0.083 0.092 0.070 0.021 0.059 0.123 -0.001 -0.279 -0.093 -0.277 -0.029 0.072 0.080 0.132 -0.005 0.125 0.136 -0.086 0.118 0.070 0.091

Entry 2:
Density functional theory data (ωB97M-V/def2-TZVPD) for one molecule with the formula C5H6O2 in a non-equilibrium geometry.

As for the multiplicity: 1. The charge is 0. The LUMO energy (alpha / beta) comes out at -0.038 / -0.033 hartree. As for the HOMO-LUMO gap (alpha / beta): 7.0567 / 7.5681 eV.

Element x y z (Å)
1 C -0.61 1.36 -0.14
2 C 0.23 0.15 -0.28
3 O -0.33 -0.91 -0.97
4 C -1.47 -1.51 -0.56
5 O -2.00 -1.31 0.49
6 C 1.42 -0.12 0.34
7 C 2.58 0.63 0.57
8 H -1.28 1.50 -0.99
9 H 0.04 2.22 0.03
10 H -1.22 1.22 0.76
11 H 1.28 -1.14 0.69
12 H -1.79 -2.22 -1.33
13 H 3.15 0.14 1.38

The computed Löwdin charges, all in e, follow: 0.002 -0.279 0.034 -0.303 0.105 -0.215 0.085 0.097 0.099 0.108 0.122 0.153 -0.009

Entry 3:
Density functional theory data (ωB97M-V/def2-TZVPD) for C31H45AsF6N3P2STi as an isolated structure in a non-equilibrium geometry.

As for the multiplicity: 2. The charge is +2. The LUMO energy (alpha / beta) comes out at -0.219 / -0.313 hartree. As for the HOMO-LUMO gap (alpha / beta): 6.3027 / 3.7278 eV.

Element x y z (Å)
1 Ti 0.07 -2.60 2.40
2 N -1.66 -3.63 3.15
3 C -1.59 -5.12 3.60
4 C -1.25 -6.09 2.44
5 C 0.15 -5.85 1.90
6 N 0.26 -4.52 1.21
7 H -2.00 -3.02 3.89
8 H -2.45 -3.54 2.51
9 H -2.51 -5.46 4.01
10 H -0.79 -5.18 4.35
11 H -2.05 -6.14 1.60
12 H -1.30 -7.07 2.97
13 H 0.50 -6.67 1.19
14 H 0.88 -5.87 2.73
15 H -0.47 -4.50 0.47
16 H 1.16 -4.49 0.74
17 C -3.57 1.86 3.31
18 C -2.59 2.98 3.41
19 C -2.71 3.98 4.39
20 C -1.70 4.90 4.65
21 C -0.59 4.93 3.86
22 C -0.43 3.97 2.89
23 C -1.37 2.94 2.70
24 P -0.82 1.47 1.74
25 C 0.09 2.19 0.27
26 C 1.13 1.41 -0.26
27 C 1.73 1.83 -1.48
28 C 1.35 2.98 -2.13
29 C 0.35 3.76 -1.58
30 C -0.35 3.33 -0.46
31 C -1.65 4.01 -0.07
32 C 0.72 0.92 2.70
33 C 1.74 1.88 2.80
34 C 2.69 1.83 3.84
35 C 2.78 0.79 4.74
36 C 1.73 -0.19 4.69
37 C 0.67 -0.12 3.74
38 C -0.43 -1.07 3.84
39 H -4.36 2.08 4.02
40 H -3.04 0.94 3.56
41 H -4.07 1.78 2.34
42 H -3.60 4.03 5.07
43 H -1.87 5.62 5.50
44 H 0.20 5.72 4.07
45 H 0.35 4.07 2.10
46 H 1.50 0.52 0.24
47 H 2.56 1.21 -1.90
48 H 1.94 3.43 -2.94
49 H -0.02 4.75 -1.92
50 H -2.05 4.46 -0.97
51 H -1.51 4.80 0.67
52 H -2.30 3.24 0.34
53 H 1.90 2.61 2.00
54 H 3.40 2.68 3.97
55 H 3.57 0.77 5.52
56 H 1.67 -1.05 5.36
57 H -1.46 -0.81 3.56
58 H -0.28 -1.60 4.80
59 S -2.15 -1.10 -1.25
60 C -1.22 -1.51 -0.06
61 N -0.45 -1.71 0.82
62 F 3.05 -1.48 -0.02
63 P 4.02 -2.26 -1.03
64 F 3.17 -3.62 -0.68
65 F 3.65 -2.39 -2.55
66 F 5.31 -2.83 -0.40
67 F 4.75 -0.86 -1.40
68 F 1.79 -2.89 2.82
69 C -2.34 -1.40 -5.14
70 C -0.94 -1.27 -5.66
71 As 0.02 0.24 -4.89
72 C -0.74 1.86 -5.87
73 C -0.39 1.97 -7.37
74 C 1.77 0.00 -5.81
75 C 2.69 -0.91 -5.03
76 H -2.96 -2.03 -5.78
77 H -2.90 -0.48 -5.12
78 H -2.39 -1.85 -4.16
79 H -0.92 -1.15 -6.79
80 H -0.37 -2.18 -5.52
81 H -0.47 2.74 -5.30
82 H -1.83 1.65 -5.73
83 H -0.50 3.02 -7.70
84 H -0.99 1.27 -8.00
85 H 0.69 1.82 -7.49
86 H 2.20 1.05 -5.88
87 H 1.38 -0.30 -6.81
88 H 3.42 -1.54 -5.61
89 H 2.15 -1.64 -4.46
90 H 3.23 -0.29 -4.29

The computed Löwdin charges, all in e, follow: 1.092 -0.042 -0.156 -0.183 -0.222 -0.050 0.090 0.121 0.113 0.130 0.149 0.135 0.143 0.130 0.112 0.080 -0.066 -0.274 -0.038 -0.084 -0.091 -0.123 -0.347 1.118 -0.327 -0.107 -0.106 -0.120 -0.058 -0.264 -0.038 -0.279 -0.103 -0.064 -0.037 -0.021 -0.319 -0.209 0.077 0.049 0.083 0.128 0.131 0.137 0.105 0.081 0.103 0.115 0.133 0.082 0.089 0.065 0.104 0.123 0.124 0.110 0.050 0.080 0.734 -0.935 -0.064 -0.090 0.465 -0.149 -0.063 -0.006 -0.124 -0.342 -0.183 -0.412 1.425 -0.348 -0.128 -0.389 -0.188 0.094 0.066 0.029 0.115 0.077 0.057 0.066 0.097 0.094 0.052 0.094 0.088 0.110 0.030 0.073